Entry 1:
This record from the Open Molecules 2025 dataset describes a cluster of 3 separate species, C23H54N2O2 in total. The level of theory is ωB97M-V/def2-TZVPD.

## Properties
2S+1: 1
SMILES string: COCCCCCCCN[C@@H](N)COC.CCCCCC.CCCCCC
highest occupied orbital energy: -8.90 eV
lowest unoccupied orbital energy: 0.719 eV
E: -31800.3531 eV
Kohn-Sham gap: 9.617 eV

```
81
Properties=species:S:1:pos:R:3:forces:R:3:lowdin_charge:R:1
C 2.168 3.947 2.367 0.1154 0.3276 -0.0279 -0.11
O 2.912 3.023 1.579 0.0731 -0.1566 0.8020 -0.21
C 2.918 1.757 2.232 -0.6973 -0.5391 -0.2778 -0.25
C 3.677 0.708 1.391 0.4021 0.6445 0.4699 -0.16
C 4.392 -0.383 2.233 -0.2133 -0.4975 -0.8822 -0.21
C 3.475 -1.566 2.647 0.8561 0.6792 0.6237 -0.20
C 2.292 -1.183 3.598 -0.0903 -1.4481 -0.4624 -0.18
C 0.931 -1.639 2.975 -0.3004 0.6617 0.7223 -0.18
C -0.197 -0.574 3.009 -0.7958 -1.2930 0.2534 -0.22
N -1.276 -1.051 2.089 0.6741 1.2057 -0.1483 -0.04
C -1.810 0.031 1.243 -1.1038 -0.5458 -0.3831 -0.37
N -2.399 -0.569 0.033 0.0036 0.7851 0.3814 0.06
C -2.879 0.865 2.026 0.3576 0.0113 -0.5242 -0.20
O -4.209 0.459 1.727 0.1200 0.3589 0.7755 -0.19
C -5.054 1.058 2.719 0.1305 -0.0991 -0.2282 -0.11
H 1.187 4.167 1.914 0.2906 -0.0880 0.0251 0.09
H 1.990 3.565 3.386 0.1019 0.1245 -0.3049 0.08
H 2.756 4.872 2.449 -0.2806 -0.1616 -0.0660 0.09
H 3.316 1.827 3.267 0.1824 0.1437 -0.4883 0.12
H 1.851 1.472 2.356 0.4762 -0.1275 -0.0156 0.09
H 4.459 1.261 0.838 -0.3610 -0.1227 0.1665 0.12
H 2.994 0.282 0.637 0.3014 -0.0468 0.2974 0.11
H 4.949 0.052 3.082 -0.4764 -0.0459 -0.1758 0.11
H 5.174 -0.813 1.577 -0.2479 0.1406 0.2890 0.11
H 4.124 -2.292 3.172 -0.2943 0.1816 -0.2629 0.10
H 3.140 -2.069 1.725 -0.1256 0.2561 0.3941 0.10
H 2.430 -1.787 4.513 -0.0453 0.4778 -0.2035 0.10
H 2.303 -0.133 3.924 -0.0398 -0.2485 -0.3685 0.09
H 0.558 -2.507 3.549 0.1033 0.2684 -0.3224 0.11
H 1.016 -1.998 1.937 0.1789 0.3691 0.3118 0.10
H 0.131 0.442 2.748 0.0074 -0.3899 -0.0764 0.09
H -0.665 -0.530 4.014 0.6907 0.2422 -0.1711 0.12
H -2.053 -1.387 2.648 0.0170 -0.1056 -0.0131 0.11
H -1.022 0.720 0.903 0.0154 -0.3250 0.4832 0.13
H -1.820 -0.357 -0.765 0.0462 -0.3314 -0.1070 0.06
H -2.465 -1.565 0.176 0.0664 -0.0816 -0.2371 0.05
H -2.781 1.939 1.771 0.0193 -0.2573 0.1458 0.12
H -2.677 0.742 3.110 -0.0579 0.1528 -0.3302 0.12
H -4.621 2.030 3.009 -0.3464 -0.2266 0.0999 0.08
H -6.058 1.236 2.310 0.3377 -0.2545 0.0116 0.09
H -5.113 0.391 3.598 -0.0455 0.3540 -0.1664 0.09
C -3.706 -4.755 0.432 0.1345 0.0642 -0.0236 -0.11
C -4.001 -3.910 -0.802 -0.0993 0.0180 0.1276 -0.28
C -5.122 -4.479 -1.672 0.0126 0.0867 -0.0895 -0.23
C -4.842 -5.857 -2.273 0.0319 -0.0649 0.0836 -0.23
C -3.581 -5.946 -3.133 -0.1085 -0.0171 -0.0703 -0.27
C -3.627 -5.049 -4.365 0.1427 -0.0177 0.0222 -0.11
H -3.363 -5.756 0.165 -0.0193 0.0012 0.0291 0.07
H -2.922 -4.289 1.034 -0.0202 -0.0487 0.0319 0.06
H -4.596 -4.853 1.058 0.0060 -0.0357 -0.0167 0.08
H -3.086 -3.786 -1.389 -0.0270 -0.0135 -0.0346 0.10
H -4.292 -2.907 -0.475 0.0040 0.0017 -0.0702 0.10
H -5.338 -3.767 -2.474 -0.0046 -0.0269 0.0007 0.10
H -6.037 -4.540 -1.074 0.0231 0.0069 0.0091 0.11
H -5.705 -6.152 -2.877 0.0236 -0.0033 -0.0096 0.11
H -4.772 -6.598 -1.470 -0.0146 0.0200 -0.0007 0.10
H -3.459 -6.982 -3.460 0.0289 0.0061 0.0448 0.10
H -2.695 -5.706 -2.538 -0.0294 -0.0098 0.0240 0.10
H -4.482 -5.300 -4.997 -0.0088 0.0420 0.0140 0.07
H -2.721 -5.175 -4.961 -0.0432 0.0365 -0.0345 0.07
H -3.699 -3.994 -4.095 -0.0230 -0.0100 -0.0227 0.07
C 1.735 2.758 -1.483 -0.1945 0.0461 -0.1278 -0.11
C 2.262 2.991 -2.893 0.0200 -0.1253 0.0538 -0.26
C 3.766 3.257 -2.935 0.0124 0.0185 -0.1366 -0.23
C 4.223 4.511 -2.189 -0.0422 0.0007 0.1461 -0.23
C 3.572 5.815 -2.653 0.1322 -0.0117 -0.0367 -0.27
C 3.880 6.161 -4.105 -0.1267 0.0797 0.0283 -0.11
H 1.880 3.632 -0.847 0.0431 -0.0700 0.0471 0.06
H 0.664 2.541 -1.508 0.0106 -0.0124 0.0339 0.07
H 2.240 1.910 -1.015 0.0279 0.0775 0.0513 0.06
H 1.713 3.815 -3.360 0.0465 0.0104 -0.0155 0.10
H 2.049 2.105 -3.498 0.0070 0.0468 -0.0348 0.10
H 4.084 3.315 -3.981 0.0174 0.0159 0.0223 0.10
H 4.290 2.393 -2.512 -0.0280 0.0054 0.0085 0.11
H 5.309 4.601 -2.296 -0.0153 0.0213 -0.0100 0.11
H 4.037 4.386 -1.118 0.0034 -0.0381 -0.0182 0.10
H 3.934 6.627 -2.016 -0.0456 -0.0187 0.0222 0.10
H 2.489 5.773 -2.508 0.0160 -0.0261 0.0242 0.10
H 4.957 6.251 -4.263 -0.0119 -0.0362 -0.0248 0.07
H 3.421 7.114 -4.374 0.0408 -0.0200 -0.0518 0.07
H 3.495 5.405 -4.792 0.0322 0.0076 -0.0055 0.06
```
Positions in Å, forces in eV/Å.

Entry 2:
This record from the Open Molecules 2025 dataset describes a cluster of 2 separate species, C24H24NO2 in total. The level of theory is ωB97M-V/def2-TZVPD.

## Properties
2S+1: 1
highest occupied orbital energy: -10.35 eV
lowest unoccupied orbital energy: -5.609 eV
E: -30855.0993 eV
net charge: +1
Kohn-Sham gap: 4.745 eV
relative energy (zero: lowest compared OMol25 entry of this formula, charge and spin): 14.7 kcal per mole

```
51
Properties=species:S:1:pos:R:3:forces:R:3:lowdin_charge:R:1
C 5.105 -3.072 -1.032 -0.4537 -0.2354 -0.1816 -0.06
O 3.883 -3.621 -1.582 0.1181 0.2445 0.5608 -0.09
C 2.762 -3.533 -0.815 -0.1339 0.3297 0.5059 -0.27
C 1.570 -4.070 -1.355 0.5236 0.4064 0.2794 0.00
C 0.390 -3.971 -0.642 0.0164 0.1149 0.3610 -0.03
C 0.335 -3.344 0.624 0.6731 0.1632 -0.0593 -0.17
C -0.936 -3.202 1.369 -1.3281 -0.3974 -1.0248 -0.26
C -2.153 -3.356 0.774 1.0170 0.0425 0.5290 0.08
N -0.828 -2.884 2.727 -0.2047 0.3998 0.6115 0.11
C -1.819 -2.282 3.479 -0.5970 0.1991 -0.1096 -0.49
C -1.428 -1.973 4.911 -0.0894 0.0120 0.1034 0.00
O -2.927 -1.987 3.042 1.0138 -0.1291 0.4048 0.03
C 1.529 -2.816 1.146 -0.2254 -0.2410 -0.2236 -0.03
C 2.735 -2.915 0.459 0.1004 -0.2969 -0.7644 -0.01
H 5.846 -3.218 -1.820 -0.0758 0.0700 0.2335 0.10
H 4.987 -1.999 -0.808 0.0471 -0.3346 -0.1272 0.09
H 5.403 -3.611 -0.119 -0.1042 0.1511 -0.3341 0.10
H 1.611 -4.538 -2.336 -0.0268 0.0406 0.2428 0.12
H -0.517 -4.397 -1.064 0.2394 0.0133 0.0840 0.11
H -3.061 -3.257 1.357 0.1623 -0.1007 -0.3069 0.06
H -2.198 -3.649 -0.270 -0.0402 0.2074 0.1698 0.05
H 0.038 -3.063 3.224 -0.3083 -0.0434 -0.4228 0.13
H -0.578 -2.565 5.273 -0.1818 0.1677 -0.1113 0.08
H -1.187 -0.903 4.991 -0.0254 -0.3028 -0.0425 0.09
H -2.299 -2.162 5.546 0.2316 0.0415 -0.1376 0.09
H 1.538 -2.298 2.107 -0.0236 -0.1282 -0.2857 0.11
H 3.648 -2.506 0.899 -0.4225 -0.1534 -0.1654 0.11
C -2.941 -0.425 -0.972 -0.1078 0.0964 -0.5148 0.12
C -1.736 -0.563 -1.704 0.8888 0.0338 -0.0328 -0.18
C -0.655 0.272 -1.276 -0.3329 -0.1795 0.0397 0.01
C 0.585 0.232 -1.885 0.1849 -0.0522 -0.1690 -0.04
C 0.813 -0.654 -2.951 -0.3625 0.2377 0.4343 -0.01
C -0.226 -1.481 -3.395 -0.4083 -0.1614 -0.0244 -0.04
C -1.481 -1.443 -2.795 0.3319 0.1142 -0.0134 0.01
C -4.239 -0.954 -1.160 -0.8936 -0.2422 0.3469 -0.18
C -5.247 -0.442 -0.277 0.3813 -0.0862 -0.1584 0.02
C -6.558 -0.879 -0.334 -0.1942 -0.1249 -0.1313 -0.04
C -6.932 -1.859 -1.271 0.5019 0.4139 0.2853 -0.01
C -5.968 -2.381 -2.146 0.4085 0.0053 -0.1525 -0.04
C -4.646 -1.942 -2.103 -0.3485 0.0479 0.1480 0.02
H -2.879 0.304 -0.162 0.0105 -0.2292 -0.0789 0.13
H -0.843 0.960 -0.449 0.1542 -0.1954 -0.2114 0.13
H 1.384 0.891 -1.538 -0.2883 -0.2578 -0.1179 0.12
H 1.791 -0.692 -3.432 -0.2866 -0.0179 0.1412 0.13
H -0.051 -2.168 -4.227 -0.0780 0.2503 0.3180 0.12
H -2.262 -2.096 -3.169 0.3876 0.1489 0.0339 0.09
H -4.946 0.317 0.448 -0.1783 -0.2617 -0.1470 0.13
H -7.299 -0.460 0.351 0.2690 -0.1769 -0.2529 0.12
H -7.964 -2.208 -1.314 0.3183 0.0853 -0.0022 0.12
H -6.256 -3.142 -2.876 0.1218 0.2882 0.2758 0.12
H -3.928 -2.366 -2.797 -0.3813 0.0224 0.1943 0.09
```
Positions in Å, forces in eV/Å.

Entry 3:
This record from the Open Molecules 2025 dataset describes the ion C11H14NO with charge +1. The level of theory is ωB97M-V/def2-TZVPD.

## Properties
2S+1: 3
<S²>: 2.0145
highest occupied orbital energy (spin up / spin down): -10.39 / -12.81 eV
lowest unoccupied orbital energy (spin up / spin down): -3.603 / -6.215 eV
E: -15158.0692 eV
net charge: +1
Kohn-Sham gap (spin up / spin down): 6.784 / 6.597 eV
relative energy (zero: lowest compared OMol25 entry of this formula, charge and spin): 64.8 kcal per mole

```
27
Properties=species:S:1:pos:R:3:forces:R:3:lowdin_charge:R:1
C 1.435 0.610 -0.376 1.1748 1.6800 -1.3109 0.11
C 1.904 0.167 0.759 -0.2725 -0.2996 1.7419 -0.05
C 0.971 -0.471 1.635 -2.5526 -3.4558 -1.8860 0.02
C 0.061 -1.037 -1.395 -0.8525 2.5754 0.8635 -0.01
C -0.101 -1.778 -0.313 0.5881 -2.8750 3.0458 0.01
C 0.382 0.334 -1.256 0.0762 0.5605 0.3838 -0.16
C 0.089 -1.412 1.091 0.2254 2.3305 0.8042 -0.11
C -0.870 -2.054 2.065 2.6867 0.2630 0.8357 -0.44
C -0.303 -2.286 3.452 -1.3666 -1.6801 0.5362 -0.02
C -1.498 1.901 -1.509 -0.8078 0.6664 0.2364 0.03
C 0.589 2.590 -2.317 0.7077 0.1088 -0.6104 0.00
N -0.242 1.426 -2.080 2.1150 -1.9254 0.0073 -0.14
O -1.952 -2.412 1.753 -1.7610 -0.4730 -0.7925 0.14
H 2.853 0.173 1.245 1.0073 1.3598 -0.3297 0.12
H 0.920 -0.379 2.707 0.7759 0.3024 0.0954 0.11
H -0.238 -1.326 -2.329 -0.7969 -1.2094 -2.3456 0.11
H -0.338 -2.855 -0.258 -0.2362 0.5988 -1.2289 0.15
H 0.746 -2.554 3.482 0.1034 -0.7056 -0.4918 0.08
H -0.991 -3.126 3.867 1.4051 1.7510 -0.1102 0.14
H -0.243 -1.383 4.041 -0.9242 0.3029 0.4765 0.08
H -1.683 2.783 -2.152 -0.7905 -0.3691 0.9436 0.11
H -2.283 1.154 -1.619 0.1123 0.0617 0.1784 0.12
H -1.304 2.151 -0.434 -0.3212 -0.0753 -1.0594 0.14
H 0.992 2.932 -1.444 0.7627 0.8202 2.7489 0.08
H 1.443 2.465 -2.924 0.6680 -0.8852 -1.0683 0.12
H -0.005 3.361 -2.698 -0.8147 1.0407 -0.8222 0.09
H -0.335 1.025 -2.992 -0.9122 -0.4684 -0.8416 0.18
```
Positions in Å, forces in eV/Å.

Number 1: largest force on an atom 1.54 eV Å⁻¹. Number 2: largest force on an atom 1.72 eV Å⁻¹. Number 3: largest force on an atom 4.69 eV Å⁻¹.